An isolated molecule of C5H8O. Source: the OMol25 dataset; level of theory: ωB97M-V with the def2-TZVPD basis set.

Output
ΔE to the lowest compared entry with this formula, charge and spin	3.814	eV
HOMO (spin up / spin down)	-6.771 / -6.772	eV
energy	-270.4177	a.u.
HOMO-LUMO gap (spin up / spin down)	7.2 / 7.2	eV
LUMO level (spin up / spin down)	0.0154 / 0.0154	hartree

```
! wB97M-V def2-TZVPD RIJCOSX def2/J DEFGRID3
* xyz 0 1
C -1.8814 0.0066 0.4436
C -0.4046 0.1696 0.3434
C 0.2887 0.8670 -0.7575
C 1.1871 -0.3287 -0.9696
C 1.6847 -0.5736 0.3732
O 0.3291 -0.3912 1.2574
H -2.1492 -0.8301 1.0916
H -2.3506 0.9273 0.8109
H -2.2690 -0.1743 -0.5647
H 0.8392 1.7546 -0.4042
H -0.3766 1.1487 -1.5759
H 0.7548 -1.1828 -1.4913
H 2.3460 0.1875 0.8011
H 2.0017 -1.5805 0.6421
*
```

A cluster of 2 separate species, C4H11OS2 in total. Source: the OMol25 dataset; level of theory: ωB97M-V with the def2-TZVPD basis set.

Output
ΔE to the lowest compared entry with this formula, charge and spin	0.332	eV
HOMO	-2.823	eV
energy	-1030.6553	a.u.
HOMO-LUMO gap	6.4	eV
LUMO level	0.1326	hartree

```
! wB97M-V def2-TZVPD RIJCOSX def2/J DEFGRID3
* xyz -1 1
C -2.0797 1.4496 1.9806
C -1.8658 0.1162 1.1786
S -1.4390 0.3234 -0.5792
S -1.2738 -1.7729 -0.8207
H -2.9096 2.0749 1.5394
H -1.1693 2.0710 1.8760
H -2.4015 1.2584 3.0257
H -2.7715 -0.5233 1.1364
H -1.1819 -0.6080 1.6489
H 0.7625 -1.5142 -0.0446
C 2.0262 -0.1695 -0.6027
O 1.7193 -1.3424 0.1179
C 2.0675 -0.4574 -2.1149
H 3.0368 0.1317 -0.2537
H 1.3332 0.6355 -0.4148
H 2.2287 0.4204 -2.7576
H 1.0832 -0.9068 -2.4533
H 2.8346 -1.1864 -2.4622
*
```